No. 1
Computed, not measured: 3 unconnected molecules or ions with the total composition C3H12N2S in a non-equilibrium geometry, with ωB97M-V/def2-TZVPD.

Each line ends with the Löwdin charge.
CARTESIAN COORDINATES (ANGSTROEM)
1 C 2.84 -1.23 0.82  -0.53
2 S 1.28 -0.28 1.10  0.61
3 H 3.64 -0.54 0.51  0.02
4 H 3.12 -1.71 1.75  0.01
5 H 2.73 -2.00 0.05  0.02
6 N -0.10 1.85 -1.05  -0.06
7 C -1.43 1.25 -0.83  -0.30
8 C -1.43 -0.21 -0.40  -0.40
9 N -2.75 -0.83 -0.71  -0.04
10 H 0.55 1.69 -0.22  0.00
11 H 1.14 0.03 -0.84  0.16
12 H 0.38 1.21 -1.69  0.02
13 H -1.95 1.82 -0.01  0.12
14 H -2.07 1.31 -1.71  0.10
15 H -0.69 -0.78 -0.94  0.05
16 H -1.10 -0.38 0.66  0.03
17 H -2.72 -1.84 -0.44  0.07
18 H -3.52 -0.41 -0.08  0.10

Properties
ΔE to the lowest compared entry with this formula, charge and spin: 303.6 kJ/mol
Kohn-Sham gap: 8.066 eV
E: -17117.700 eV
total charge: 0



No. 2
Computed, not measured: 2 unconnected molecules or ions with the total composition C3H12N2S, with ωB97M-V/def2-TZVPD.

Each line ends with the Löwdin charge.
CARTESIAN COORDINATES (ANGSTROEM)
1 C -2.41 -0.38 -1.36  -0.17
2 C -1.91 0.88 -0.64  -0.61
3 S -2.56 1.00 1.08  0.66
4 H -2.92 -1.08 -0.70  0.05
5 H -1.58 -0.92 -1.82  0.07
6 H -3.07 -0.05 -2.16  0.07
7 H -0.82 0.92 -0.60  0.04
8 H -2.24 1.78 -1.14  0.05
9 H -2.40 2.33 1.16  -0.16
10 N 0.99 -1.05 0.72  -0.01
11 C 2.13 -0.18 0.41  -0.39
12 N 3.40 -0.83 0.72  0.00
13 H 0.21 -0.46 1.06  0.03
14 H 1.21 -1.63 1.52  0.05
15 H 2.11 -0.06 -0.67  0.09
16 H 2.05 0.84 0.80  0.10
17 H 4.07 -0.56 0.01  0.06
18 H 3.74 -0.55 1.62  0.05

Properties
structure (SMILES): CCS.NCN
ΔE to the lowest compared entry with this formula, charge and spin: 31.8 kJ/mol
Kohn-Sham gap: 9.851 eV
E: -17120.516 eV
total charge: 0